Record 1
This record from the OMol25 dataset describes a molecular structure, C15H16IN4O3Re. The level of theory is ωB97M-V with the def2-TZVPD basis set.

Each line ends with the Mulliken charge.
Atoms and positions in Å:
1 Re 1.338 -0.964 -0.919  1.405
2 C -1.243 -4.512 0.467  -1.261
3 C -1.658 -3.146 0.901  0.502
4 N -2.807 -3.023 1.564  -0.439
5 C -3.229 -1.847 1.994  -0.687
6 C -2.535 -0.641 1.834  -0.099
7 C -3.165 0.596 2.416  -0.735
8 O -2.608 1.769 1.848  -0.526
9 C -1.320 -0.720 1.139  -0.319
10 C -0.433 0.402 1.053  0.183
11 N 0.665 0.480 0.344  -0.071
12 C 1.498 1.646 0.560  0.048
13 C 0.971 2.922 0.690  -0.183
14 C 1.822 3.982 0.975  -0.849
15 C 3.188 3.784 1.126  -0.584
16 C 3.738 2.514 0.975  -0.623
17 C 2.870 1.483 0.690  0.751
18 I 3.553 -0.477 0.326  0.313
19 C -0.920 -1.989 0.667  0.881
20 O 0.261 -2.105 -0.023  -0.335
21 H -2.096 -5.020 0.018  0.379
22 H -0.956 -5.092 1.346  0.322
23 H -0.412 -4.504 -0.233  0.330
24 H -4.189 -1.847 2.501  0.456
25 H -3.024 0.577 3.504  0.404
26 H -4.240 0.539 2.227  0.519
27 H -3.134 2.529 2.126  0.324
28 H -0.659 1.246 1.694  0.977
29 H -0.093 3.090 0.569  0.594
30 H 1.410 4.977 1.076  0.440
31 H 3.840 4.618 1.351  0.442
32 H 4.804 2.359 1.077  0.410
33 N 0.161 0.260 -4.389  -0.273
34 C 1.163 -0.530 -4.082  0.785
35 N 1.960 -1.081 -4.960  -0.333
36 O 1.403 -0.805 -2.804  -1.082
37 H -0.068 0.475 -5.351  0.243
38 H -0.420 0.670 -3.675  0.212
39 H 1.858 -0.915 -5.954  0.232
40 H 2.702 -1.702 -4.668  0.247

Atoms 1-3, force components in eV/Å:
Re -0.02 0.03 -0.04
C 0.00 -0.01 0.00
C 0.02 0.04 0.00

As for the net charge: +3. As for the spin multiplicity: 2. Its HOMO-LUMO gap (alpha / beta) is 5.94 / 6.08 eV. The value obtained for the highest occupied orbital energy (alpha / beta) is -17.7 / -17.8 eV. Its expectation value of S² is 0.76.



Record 2
This record from the OMol25 dataset describes a molecular structure, C33H38BrFeIN3O2Sb2 at a distorted geometry. The level of theory is ωB97M-V with the def2-TZVPD basis set.

Each line ends with the Mulliken charge.
Atoms and positions in Å:
1 Fe -0.114 0.037 -0.017  0.252
2 O 0.322 -3.833 -1.905  -0.670
3 C 1.278 -3.603 -2.850  0.435
4 C 1.676 -4.658 -3.657  -0.646
5 C 2.653 -4.466 -4.619  -0.414
6 C 3.239 -3.219 -4.793  -0.838
7 C 2.837 -2.165 -3.992  -0.504
8 C 1.859 -2.342 -3.017  0.354
9 C 1.506 -1.178 -2.120  0.019
10 O 0.206 -1.147 -1.634  -0.254
11 N 2.405 -1.203 -0.941  -0.731
12 N 1.870 -0.850 0.215  0.527
13 C 2.463 -0.887 1.348  -0.574
14 C 1.732 -0.523 2.544  0.310
15 Br -0.179 -0.724 2.330  -0.171
16 C 2.184 -0.102 3.724  -0.769
17 C 3.568 0.302 3.993  0.596
18 C 4.090 0.108 5.274  -0.608
19 C 5.378 0.513 5.575  -0.611
20 C 6.152 1.143 4.610  -0.488
21 C 5.640 1.354 3.337  -0.861
22 C 4.357 0.933 3.027  0.153
23 H 0.112 -2.975 -1.507  -0.053
24 H 1.217 -5.626 -3.503  0.469
25 H 2.961 -5.299 -5.237  0.420
26 H 4.000 -3.071 -5.547  0.433
27 H 3.284 -1.185 -4.122  0.414
28 H 1.721 -0.256 -2.677  0.443
29 H 3.264 -1.736 -0.981  0.416
30 H 3.490 -1.224 1.466  0.660
31 H 1.487 -0.021 4.551  0.466
32 H 3.487 -0.393 6.022  0.438
33 H 5.776 0.344 6.566  0.411
34 H 7.154 1.474 4.850  0.412
35 H 6.238 1.854 2.587  0.430
36 H 3.945 1.135 2.044  0.242
37 C -2.333 -2.737 -3.666  -1.055
38 Sb -2.245 -1.246 -2.140  0.878
39 C -2.346 -2.623 -0.500  -1.464
40 C -4.553 -0.831 -2.053  -1.795
41 C -5.002 -0.349 -0.768  1.129
42 C -5.670 -1.255 0.087  -0.586
43 C -6.345 -0.817 1.201  -0.876
44 C -6.345 0.544 1.511  -0.569
45 C -5.611 1.433 0.741  -0.601
46 C -4.900 1.009 -0.378  0.540
47 C -3.998 1.955 -1.084  -1.343
48 Sb -2.040 2.014 -0.079  0.310
49 C -1.508 3.887 -0.961  -1.238
50 C -2.700 2.844 1.777  -1.217
51 H -3.149 -3.417 -3.420  0.425
52 H -1.395 -3.288 -3.685  0.201
53 H -2.510 -2.278 -4.636  0.431
54 H -2.912 -3.492 -0.834  0.578
55 H -2.852 -2.165 0.350  0.385
56 H -1.356 -2.954 -0.192  0.434
57 H -4.900 -1.838 -2.284  0.637
58 H -4.664 -0.157 -2.898  0.665
59 H -5.704 -2.302 -0.189  0.441
60 H -6.896 -1.515 1.817  0.446
61 H -6.902 0.903 2.366  0.440
62 H -5.596 2.485 1.000  0.493
63 H -4.342 2.986 -1.027  0.640
64 H -3.792 1.686 -2.117  0.561
65 H -2.185 4.640 -0.564  0.418
66 H -1.617 3.829 -2.042  0.437
67 H -0.482 4.160 -0.719  0.311
68 H -3.286 3.737 1.568  0.406
69 H -1.835 3.122 2.378  0.331
70 H -3.306 2.130 2.331  0.386
71 I 1.460 4.391 3.669  0.157
72 C 1.767 3.462 1.833  -1.048
73 C 2.734 3.899 0.938  -0.158
74 C 2.837 3.257 -0.289  -0.931
75 C 1.987 2.207 -0.576  -0.785
76 N 1.069 1.778 0.295  1.775
77 C 0.965 2.391 1.480  -0.468
78 H 3.384 4.725 1.191  0.552
79 H 3.563 3.585 -1.020  0.544
80 H 2.034 1.681 -1.522  0.329
81 H 0.219 2.016 2.168  0.745

Atoms 1-3, force components in eV/Å:
Fe 2.60 0.27 0.19
O 0.03 -0.05 0.02
C 0.20 0.10 -0.07

As for the net charge: +2. The calculation puts the energy above the lowest of the compared OMol25 structures with the same formula, charge and spin at 34.51 kcal/mol. As for the spin multiplicity: 2. Its HOMO-LUMO gap (alpha / beta) is 7.16 / 5.10 eV. The value obtained for the highest occupied orbital energy (alpha / beta) is -12.9 / -12.9 eV. Its expectation value of S² is 0.77.



Record 3
This record from the OMol25 dataset describes C4H12N2O in the gas phase at a distorted geometry. The level of theory is ωB97M-V with the def2-TZVPD basis set.

Each line ends with the Mulliken charge.
Atoms and positions in Å:
1 C -0.079 1.629 0.020  -1.243
2 C 0.523 0.273 -0.483  0.271
3 C 2.080 0.246 -0.322  -0.583
4 O 2.505 1.092 -1.413  -0.515
5 N -0.233 -0.892 -0.024  -0.397
6 C -1.728 -1.067 0.069  -0.294
7 N -1.971 -1.866 1.306  -0.665
8 H 0.221 1.748 1.094  0.290
9 H 0.285 2.524 -0.521  0.332
10 H -1.155 1.546 -0.300  0.360
11 H 0.577 0.292 -1.593  0.183
12 H 2.465 -0.740 -0.393  0.346
13 H 2.212 0.871 0.532  0.329
14 H 3.221 1.678 -1.175  0.287
15 H 0.027 -1.186 0.992  0.330
16 H -2.082 -0.044 0.375  0.234
17 H -2.265 -1.375 -0.809  0.261
18 H -1.571 -2.828 1.175  0.230
19 H -3.033 -1.904 1.470  0.242

Atoms 1-3, force components in eV/Å:
C 0.23 -0.60 -0.84
C -0.25 0.77 -1.51
C -2.24 2.16 -0.53

As for the SMILES: C[C@@H](CO)NCN. The calculation puts the energy above the lowest of the compared OMol25 structures with the same formula, charge and spin at 66.69 kcal/mol. As for the spin multiplicity: 1. Its HOMO-LUMO gap is 9.49 eV. The value obtained for the highest occupied orbital energy is -8.4 eV.



Record 4
This record from the OMol25 dataset describes 2 unconnected molecules or ions with the total composition C6H14ClNS at a distorted geometry. The level of theory is ωB97M-V with the def2-TZVPD basis set.

Each line ends with the Mulliken charge.
Atoms and positions in Å:
1 C 2.016 -1.956 0.141  -0.790
2 C 1.898 0.214 1.597  -0.819
3 C -1.443 -2.111 -0.773  -0.942
4 C -0.146 2.563 -0.061  -1.101
5 C -1.752 -0.659 -0.715  0.148
6 C -1.417 1.584 -0.129  -0.635
7 N -1.029 0.173 -0.149  -0.087
8 S 1.845 -0.403 -0.184  0.253
9 Cl 3.968 0.449 -0.719  -0.484
10 H 1.942 -2.583 -0.727  0.345
11 H 2.245 -2.409 0.974  0.405
12 H 2.300 1.159 1.638  0.384
13 H 2.432 -0.415 2.317  0.399
14 H -1.294 -2.606 -1.720  0.312
15 H -0.551 -2.291 -0.200  0.179
16 H -2.189 -2.723 -0.294  0.322
17 H 0.660 2.271 -0.689  0.308
18 H -0.540 3.499 -0.293  0.433
19 H 0.197 2.592 1.004  0.206
20 H -2.667 -0.324 -1.434  0.165
21 H 0.799 0.419 1.685  0.209
22 H -2.059 1.840 0.610  0.364
23 H -2.049 1.813 -1.052  0.429

Atoms 1-3, force components in eV/Å:
C -1.74 1.63 -5.02
C -2.38 -0.87 -1.45
C 0.42 -0.59 0.90

The calculation puts the energy above the lowest of the compared OMol25 structures with the same formula, charge and spin at 41.58 kcal/mol. As for the spin multiplicity: 1. Its HOMO-LUMO gap is 8.68 eV. The value obtained for the highest occupied orbital energy is -8.4 eV.